Molecular formula: C7H13N
Method: DFT, ωB97M-V with the def2-TZVPD basis set

Last column: Mulliken charge in e.
Cartesian coordinates (Å):
C -1.94 -1.37 1.14  -0.52
C -1.12 -1.29 0.11  -0.79
C 0.13 -0.48 0.18  0.38
C 1.36 -0.99 0.16  -0.37
N 1.58 -2.37 0.37  -0.58
C -0.04 1.03 0.33  -0.92
C 0.19 1.77 -1.02  -0.27
C -0.19 3.24 -1.00  -1.19
H -1.82 -0.66 1.96  0.27
H -2.82 -1.99 1.23  0.31
H -1.24 -1.79 -0.84  0.39
H 2.23 -0.36 0.11  0.41
H 2.07 -2.84 -0.38  0.23
H 0.71 -2.84 0.60  0.29
H -1.04 1.31 0.64  0.53
H 0.74 1.39 1.00  0.29
H 1.25 1.69 -1.26  0.23
H -0.39 1.22 -1.77  0.34
H -0.60 3.59 -1.95  0.32
H -0.91 3.52 -0.22  0.33
H 0.67 3.87 -0.81  0.32

## Properties
Lowest unoccupied orbital energy ... 1.10 eV
SMILES ... C=C/C(=C\N)CCC
ΔE to the lowest compared entry with this formula, charge and spin ... 1.4590 eV
Orbital gap ... 0.3347 hartree
E_tot ... -329.217844 hartree
E_HOMO ... -8.01 eV